Entry 1:
Formula: C2H6N2
Source: OMol25
Level of theory: ωB97M-V/def2-TZVPD

Results
- F_max (eV/A) = 3.30
- HOMO level (spin up / spin down) (eV) = -17.06 / -16.89
- charge = +1
- lowest unoccupied orbital energy (spin up / spin down) (eV) = -5.78 / -9.02
- 2S+1 = 2

Positions of all 10 atoms, in Å:
C1 -0.018 1.204 -0.754
N1 0.318 0.848 0.593
C2 0.175 -0.449 0.960
N2 -0.536 -1.320 0.149
H1 0.087 2.270 -0.829
H2 -1.044 0.875 -1.017
H3 0.559 0.652 -1.504
H4 0.360 -0.776 1.973
H5 0.549 -1.057 -0.132
H6 -0.451 -2.245 0.560

Entry 2:
Formula: C2H6N2O
Source: OMol25
Level of theory: ωB97M-V/def2-TZVPD

Results
- F_max (eV/A) = 1.96
- SMILES = [H]/N=C/N.C=O
- HOMO level (eV) = -9.60
- lowest unoccupied orbital energy (eV) = 0.71

Positions of all 11 atoms, in Å:
H1 0.414 -0.291 3.054
N1 0.575 -0.531 2.079
C1 1.436 0.329 1.689
N2 1.713 0.667 0.386
H2 1.927 0.987 2.411
H3 1.061 0.459 -0.353
H4 1.946 1.649 0.337
C2 -2.248 -0.895 -2.358
O1 -2.570 -1.141 -3.487
H5 -1.247 -0.456 -2.193
H6 -3.007 -0.777 -1.564

Entry 3:
Formula: C2H6N2O
Source: OMol25
Level of theory: ωB97M-V/def2-TZVPD

Results
- F_max (eV/A) = 2.87
- HOMO level (spin up / spin down) (eV) = -9.52 / -9.88
- lowest unoccupied orbital energy (spin up / spin down) (eV) = -1.70 / -0.70

Positions of all 11 atoms, in Å:
C1 1.284 -1.072 -0.367
N1 -1.805 0.566 -0.450
C2 -0.656 0.190 0.160
O1 -0.640 1.820 0.784
N2 0.332 -0.051 -0.709
H1 -0.962 1.873 1.701
H2 -1.501 1.091 -1.279
H3 -0.762 -0.409 1.067
H4 1.361 -1.793 -1.187
H5 1.073 -1.609 0.567
H6 2.276 -0.606 -0.287

M per entry: 58.08, 74.08, 74.08 g/mol
Energy relative to the best compared isomer or geometry (same formula, charge and spin) per entry: 3.617, 2.330, 5.854 eV